{
  "formula": "C46H24Cl4N5RuSSe",
  "method": "wB97M-V/def2-TZVPD",
  "homo_lumo_gap_ev": [5.4, 5.3],
  "s_squared": 8.92,
  "homo_energy_ev": [-6.81, -7.75],
  "spin_multiplicity": 6,
  "species": ["Ru", "Cl", "C", "C", "C", "C", "C", "C", "C", "C", "C", "C", "C", "C", "C", "C", "C", "C", "Cl", "C", "C", "C", "N", "C", "C", "C", "C", "C", "C", "Cl", "C", "C", "C", "C", "C", "C", "N", "C", "C", "C", "C", "C", "N", "C", "C", "C", "C", "Cl", "C", "C", "C", "C", "N", "H", "H", "H", "H", "H", "H", "H", "H", "H", "H", "H", "H", "H", "H", "H", "H", "H", "H", "H", "H", "H", "H", "H", "H", "S", "C", "Se", "C", "N"],
  "xyz": [[0.471, -0.380, 0.105], [-8.269, -2.963, 2.239], [-6.655, -2.453, 1.849], [-6.164, -1.276, 2.386], [-4.874, -0.876, 2.071], [-4.074, -1.639, 1.227], [-4.593, -2.818, 0.698], [-5.880, -3.232, 1.004], [-2.685, -1.202, 0.895], [-2.514, -0.157, -0.050], [-3.640, 0.236, -0.880], [-3.478, 1.106, -1.891], [-2.194, 1.682, -2.202], [-2.046, 2.771, -2.995], [-3.220, 3.325, -3.722], [-3.702, 2.669, -4.848], [-4.794, 3.167, -5.543], [-5.405, 4.325, -5.094], [-6.779, 4.955, -5.953], [-4.943, 4.992, -3.972], [-3.846, 4.489, -3.293], [0.263, 3.006, -2.249], [1.111, 1.407, -0.683], [2.342, 1.893, -0.727], [3.441, 1.229, -0.097], [4.779, 1.891, -0.174], [5.731, 1.453, -1.090], [6.980, 2.050, -1.163], [7.277, 3.099, -0.309], [8.838, 3.854, -0.393], [6.349, 3.553, 0.614], [5.106, 2.943, 0.677], [3.400, 0.002, 0.566], [4.528, -0.636, 1.214], [4.075, -1.757, 1.826], [2.665, -1.851, 1.565], [2.304, -0.787, 0.766], [1.777, -2.775, 2.117], [0.384, -2.710, 2.008], [-0.574, -3.540, 2.677], [-1.809, -3.061, 2.375], [-1.645, -1.941, 1.478], [-0.307, -1.770, 1.270], [2.357, -3.868, 2.948], [3.094, -4.888, 2.352], [3.646, -5.905, 3.114], [3.459, -5.897, 4.486], [4.149, -7.167, 5.449], [2.733, -4.892, 5.104], [2.186, -3.881, 4.329], [2.557, 3.106, -1.482], [1.554, 3.627, -2.204], [-1.339, 0.445, -0.243], [-6.785, -0.683, 3.044], [-4.481, 0.043, 2.488], [-3.980, -3.414, 0.032], [-6.284, -4.145, 0.591], [-4.611, -0.182, -0.665], [-4.333, 1.424, -2.472], [-3.212, 1.764, -5.187], [-5.169, 2.664, -6.423], [-5.436, 5.895, -3.641], [-3.468, 5.009, -2.422], [5.486, 0.634, -1.756], [7.718, 1.710, -1.877], [6.603, 4.369, 1.277], [4.377, 3.287, 1.401], [5.533, -0.247, 1.224], [4.643, -2.449, 2.425], [-0.337, -4.377, 3.312], [-2.756, -3.439, 2.724], [3.230, -4.887, 1.278], [4.214, -6.700, 2.652], [2.604, -4.901, 6.177], [1.623, -3.087, 4.804], [3.535, 3.558, -1.487], [1.684, 4.507, -2.816], [-0.320, -0.483, -2.419], [-1.031, 0.995, -1.564], [-0.492, 4.779, -4.339], [-0.761, 3.433, -3.117], [0.078, 1.971, -1.391]],
  "mulliken_charge": [0.73, -0.22, 0.43, -0.98, 0.21, -0.76, 0.28, -0.99, 0.30, 0.95, -1.27, -1.29, -0.17, 1.76, -1.05, 0.05, -0.93, 0.49, -0.22, -0.99, 0.20, 1.04, -0.42, 1.39, 0.20, -0.95, 0.22, -0.93, 0.44, -0.21, -0.97, 0.27, 0.47, -1.12, -1.14, -0.13, -0.26, 1.30, 0.06, -1.20, -1.12, 0.29, -0.30, -0.32, -0.01, -0.90, 0.40, -0.22, -0.91, -0.04, -0.87, -1.53, -0.59, 0.42, 0.48, 0.51, 0.41, 0.35, 0.39, 0.50, 0.41, 0.41, 0.46, 0.49, 0.42, 0.42, 0.47, 0.48, 0.50, 0.55, 0.50, 0.49, 0.42, 0.42, 0.50, 0.39, 0.38, -0.17, 1.23, -0.10, -0.39, 0.22]
}

=====

{
  "formula": "C6H15N3",
  "method": "wB97M-V/def2-TZVPD",
  "homo_lumo_gap_ev": 9.1,
  "homo_energy_ev": -8.31,
  "relative_energy_kj_mol": 1007.90,
  "species": ["C", "C", "C", "C", "C", "C", "H", "H", "H", "H", "H", "H", "H", "H", "H", "H", "H", "H", "H", "H", "H", "N", "N", "N"],
  "xyz": [[0.264, -0.231, -2.245], [-0.031, 1.811, -0.970], [0.740, 1.654, 0.231], [0.066, 0.965, 1.337], [-1.418, -1.131, 0.962], [0.929, -2.496, 1.345], [0.614, -1.129, -1.561], [0.847, 0.662, -2.645], [-0.427, -0.771, -3.105], [-0.966, 1.026, -2.320], [0.757, 1.989, -1.952], [-0.798, 2.620, -0.934], [1.665, 0.891, 0.187], [1.096, 2.722, 0.472], [-0.813, 1.504, 1.855], [0.856, 0.692, 2.247], [-1.920, -1.100, 2.362], [-1.485, -2.407, 0.304], [-1.937, -0.224, 0.079], [0.013, -3.183, 1.505], [1.869, -2.846, 2.114], [-0.696, 0.590, -1.415], [-0.132, -0.379, 0.907], [0.906, -1.229, 1.240]],
  "mulliken_charge": [-0.74, -0.52, -0.47, -0.74, -0.98, -0.44, 0.17, 0.29, 0.27, 0.40, 0.24, 0.33, 0.19, 0.31, 0.28, 0.37, 0.20, 0.28, 0.31, 0.21, 0.23, -0.41, 0.90, -0.69]
}

=====

{
  "formula": "C6H12N3O3",
  "method": "wB97M-V/def2-TZVPD",
  "total_charge": 1,
  "smiles": "CNO/C(N/C=C\\OC)=[NH+]/C=O",
  "homo_lumo_gap_ev": 8.9,
  "homo_energy_ev": -12.45,
  "relative_energy_kj_mol": 222.77,
  "species": ["C", "C", "C", "C", "C", "C", "N", "N", "N", "O", "O", "O", "H", "H", "H", "H", "H", "H", "H", "H", "H", "H", "H", "H"],
  "xyz": [[1.317, -0.773, 0.276], [0.314, -2.990, -0.217], [-0.472, 0.802, 0.995], [2.374, 1.724, -0.772], [-3.695, 0.283, -0.388], [-1.744, 1.002, 0.630], [2.698, 1.230, 0.489], [0.137, -0.331, 0.453], [1.338, -2.047, -0.090], [-0.851, -2.724, -0.062], [2.498, -0.207, 0.470], [-2.339, 0.037, -0.067], [0.734, -3.983, -0.466], [0.179, 1.314, 1.635], [1.294, 1.782, -0.726], [2.790, 2.803, -0.922], [2.734, 1.152, -1.599], [-3.714, 1.255, -0.897], [-4.518, 0.335, 0.424], [-4.000, -0.596, -0.946], [-2.279, 1.916, 1.000], [3.611, 1.449, 0.872], [-0.656, -0.961, 0.166], [2.254, -2.469, -0.256]],
  "mulliken_charge": [0.70, 0.07, -1.02, -0.77, -0.70, 0.17, -0.27, -0.15, -0.15, -0.52, -0.31, -0.36, 0.37, 0.58, 0.27, 0.33, 0.32, 0.34, 0.29, 0.28, 0.44, 0.28, 0.54, 0.28]
}